The following is a quantum chemistry calculation of 13 unconnected molecules or ions with the total composition C27H64N10O28S5 at a distorted geometry, from OMol25.

Bonds (Å) are listed after each position.
Cartesian coordinates (Å):
1 C 2.392 2.516 -5.383  O2 1.253, N3 1.303, N4 1.323
2 O 1.377 2.507 -6.119  C1 1.253
3 N 3.229 3.509 -5.280  C1 1.303, H5 1.010, H6 1.010
4 N 2.668 1.526 -4.550  C1 1.323, H7 1.010, H8 1.010
5 H 4.057 3.330 -4.730  N3 1.010
6 H 3.272 4.104 -6.094  N3 1.010
7 H 3.496 1.693 -3.997  N4 1.010
8 H 2.216 0.656 -4.305  N4 1.010
9 C 2.615 -3.903 -2.044  O10 1.226, N11 1.276, N12 1.317
10 O 2.855 -4.977 -1.504  C9 1.226
11 N 2.489 -3.714 -3.300  C9 1.276, H13 1.010, H14 1.010
12 N 2.594 -2.757 -1.395  C9 1.317, H15 1.010, H16 1.010
13 H 2.477 -4.605 -3.774  N11 1.010
14 H 2.159 -2.867 -3.740  N11 1.010
15 H 2.364 -2.084 -2.112  N12 1.010
16 H 2.250 -2.644 -0.452  N12 1.010
17 C -4.118 -2.104 -3.501  O18 1.182, N19 1.353, N20 1.260
18 O -3.312 -1.444 -4.059  C17 1.182
19 N -4.627 -1.615 -2.346  C17 1.353, H21 1.010, H22 1.010
20 N -4.423 -3.283 -3.825  C17 1.260, H23 1.010, H24 1.010
21 H -4.073 -0.863 -1.962  N19 1.010
22 H -5.042 -2.293 -1.722  N19 1.010
23 H -4.116 -3.780 -4.649  N20 1.010
24 H -4.769 -3.711 -2.978  N20 1.010
25 C 4.450 2.727 3.430  O26 1.223, N27 1.303, N28 1.315
26 O 5.387 2.173 3.988  C25 1.223
27 N 4.041 3.921 3.755  C25 1.303, H29 1.010, H30 1.010
28 N 3.817 2.202 2.404  C25 1.315, H31 1.010, H32 1.010
29 H 3.364 4.364 3.151  N27 1.010
30 H 4.675 4.465 4.323  N27 1.010
31 H 3.042 2.559 1.864  N28 1.010
32 H 4.510 1.537 2.090  N28 1.010
33 C 2.525 -4.307 1.910  O34 1.263, N35 1.342, N36 1.285
34 O 2.106 -3.255 1.349  C33 1.263
35 N 2.773 -5.484 1.315  C33 1.342, H37 1.010, H38 1.010
36 N 2.832 -4.469 3.147  C33 1.285, H39 1.010, H40 1.010
37 H 2.694 -5.319 0.322  N35 1.010
38 H 3.125 -6.346 1.708  N35 1.010
39 H 2.466 -3.824 3.833  N36 1.010
40 H 3.044 -5.428 3.383  N36 1.010
41 C -0.381 -1.970 -5.407  C42 1.505, O47 1.433, H48 1.090, H49 1.090
42 C 0.313 -0.917 -6.230  C41 1.505, O43 1.469, H50 1.090, H51 1.090
43 O 1.622 -1.561 -6.396  C42 1.469, S44 1.682
44 S 1.472 -3.183 -6.817  O43 1.682, O45 1.449, O46 1.464, O47 1.665
45 O 2.622 -3.933 -6.353  S44 1.449
46 O 1.041 -3.315 -8.211  S44 1.464
47 O 0.224 -3.231 -5.717  C41 1.433, S44 1.665
48 H -1.437 -2.036 -5.669  C41 1.090
49 H -0.373 -1.881 -4.320  C41 1.090
50 H 0.336 0.144 -5.984  C42 1.090
51 H -0.101 -0.902 -7.238  C42 1.090
52 C 1.546 5.823 5.297  C53 1.499, O58 1.396, H59 1.090, H60 1.090
53 C 0.619 4.865 5.981  C52 1.499, O54 1.487, H61 1.090, H62 1.090
54 O 0.153 3.845 5.004  C53 1.487, S55 1.680
55 S 0.333 4.418 3.435  O54 1.680, O56 1.503, O57 1.434, O58 1.714
56 O -0.897 5.132 2.947  S55 1.503
57 O 1.053 3.502 2.599  S55 1.434
58 O 1.476 5.599 3.921  C52 1.396, S55 1.714
59 H 2.562 5.726 5.681  C52 1.090
60 H 1.171 6.833 5.462  C52 1.090
61 H -0.114 5.454 6.532  C53 1.090
62 H 1.108 4.255 6.741  C53 1.090
63 C 0.589 1.275 -0.137  C64 1.550, O69 1.412, H70 1.090, H71 1.090
64 C 0.470 -0.181 0.384  C63 1.550, O65 1.407, H72 1.090, H73 1.090
65 O -0.178 -0.850 -0.671  C64 1.407, S66 1.690
66 S 0.112 -0.105 -2.161  O65 1.690, O67 1.476, O68 1.492, O69 1.624
67 O -1.138 0.216 -2.878  S66 1.476
68 O 1.234 -0.815 -2.840  S66 1.492
69 O 0.709 1.274 -1.545  C63 1.412, S66 1.624
70 H 1.394 1.802 0.375  C63 1.090
71 H -0.363 1.722 0.147  C63 1.090
72 H 0.032 -0.314 1.373  C64 1.090
73 H 1.473 -0.608 0.396  C64 1.090
74 C 1.018 -0.244 4.547  C75 1.514, O80 1.455, H81 1.090, H82 1.090
75 C 2.391 -0.578 4.003  C74 1.514, O76 1.456, H83 1.090, H84 1.090
76 O 3.208 -1.056 5.109  C75 1.456, S77 1.684
77 S 2.403 -0.794 6.564  O76 1.684, O78 1.462, O79 1.440, O80 1.648
78 O 2.522 0.597 6.997  S77 1.462
79 O 2.729 -1.898 7.429  S77 1.440
80 O 0.935 -0.928 5.829  C74 1.455, S77 1.648
81 H 0.405 -0.662 3.748  C74 1.090
82 H 0.746 0.762 4.866  C74 1.090
83 H 2.870 0.315 3.601  C75 1.090
84 H 2.331 -1.403 3.292  C75 1.090
85 C -5.505 2.811 2.227  C86 1.492, O91 1.450, H92 1.090, H93 1.090
86 C -4.274 3.564 2.604  C85 1.492, O87 1.407, H94 1.090, H95 1.090
87 O -3.219 3.046 1.831  C86 1.407, S88 1.694
88 S -3.794 2.696 0.276  O87 1.694, O89 1.481, O90 1.470, O91 1.660
89 O -3.175 1.463 -0.263  S88 1.481
90 O -3.882 3.880 -0.590  S88 1.470
91 O -5.312 2.366 0.861  C85 1.450, S88 1.660
92 H -6.446 3.349 2.347  C85 1.090
93 H -5.652 1.848 2.718  C85 1.090
94 H -3.901 3.429 3.619  C86 1.090
95 H -4.392 4.627 2.394  C86 1.090
96 C -0.971 -4.188 -0.957  C97 1.492, C100 1.479, H101 1.090, H102 1.090
97 C -2.152 -4.663 -0.178  C96 1.492, C98 1.501, H103 1.090, H104 1.090
98 C -2.617 -5.913 -0.866  C97 1.501, O99 1.396, H105 1.090, H106 1.090
99 O -2.459 -5.542 -2.202  C98 1.396, C100 1.431
100 C -1.225 -4.821 -2.269  C96 1.479, O99 1.431, H107 1.090, H108 1.090
101 H -0.128 -4.573 -0.384  C96 1.090
102 H -1.012 -3.099 -0.973  C96 1.090
103 H -2.996 -3.979 -0.271  C97 1.090
104 H -1.909 -4.795 0.877  C97 1.090
105 H -3.629 -6.200 -0.579  C98 1.090
106 H -1.937 -6.763 -0.801  C98 1.090
107 H -1.410 -4.007 -2.971  C100 1.090
108 H -0.452 -5.527 -2.574  C100 1.090
109 C -3.105 -3.071 3.110  C110 1.530, C113 1.512, H114 1.090, H115 1.090
110 C -4.083 -1.934 2.810  C109 1.530, C111 1.508, H116 1.090, H117 1.090
111 C -3.262 -0.895 2.089  C110 1.508, O112 1.469, H118 1.090, H119 1.090
112 O -1.922 -1.079 2.662  C111 1.469, C113 1.405
113 C -1.759 -2.385 3.154  C109 1.512, O112 1.405, H120 1.090, H121 1.090
114 H -3.137 -3.905 2.409  C109 1.090
115 H -3.171 -3.544 4.090  C109 1.090
116 H -4.645 -1.519 3.646  C110 1.090
117 H -4.858 -2.352 2.168  C110 1.090
118 H -3.596 0.141 2.156  C111 1.090
119 H -3.204 -1.128 1.026  C111 1.090
120 H -1.496 -2.199 4.196  C113 1.090
121 H -0.959 -2.793 2.536  C113 1.090
122 C 0.168 5.190 -3.417  C123 1.565, C126 1.544, H127 1.090, H128 1.090
123 C 1.434 5.904 -2.839  C122 1.565, C124 1.451, H129 1.090, H130 1.090
124 C 1.235 5.883 -1.401  C123 1.451, O125 1.381, H131 1.090, H132 1.090
125 O 0.679 4.634 -1.208  C124 1.381, C126 1.393
126 C -0.057 4.159 -2.290  C122 1.544, O125 1.393, H133 1.090, H134 1.090
127 H 0.213 4.720 -4.399  C122 1.090
128 H -0.713 5.823 -3.527  C122 1.090
129 H 1.554 6.935 -3.173  C123 1.090
130 H 2.381 5.389 -3.004  C123 1.090
131 H 0.385 6.501 -1.114  C124 1.090
132 H 2.038 6.237 -0.755  C124 1.090
133 H -1.091 4.166 -1.946  C126 1.090
134 H 0.293 3.207 -2.690  C126 1.090

Calculated values
E_LUMO (spin up / spin down) (eV): 1.77 / 1.76
<S²>: 0.75
2S+1: 2
Charge: -1

These are the Mulliken partial charges, in e, on atoms 1 to 8:
1 C 0.82
2 O -0.73
3 N -0.38
4 N -0.08
5 H 0.17
6 H 0.27
7 H 0.11
8 H -0.19